78
Properties=species:S:1:pos:R:3:forces:R:3 method="wB97M-V/def2-TZVPD" max_force_ev_per_a=2.4 de_lowest_ev=1.0294 total_energy_ha=-3684.97114 homo_energy_ev=-7.7 homo_lumo_gap_ev=7.20
Ti -0.56659 1.92160 0.60563 -1.8 -1.0 -1.3
C -0.14919 5.88650 -0.21447 -0.2 -0.3 0.1
C 0.33061 4.53190 0.23793 1.0 0.9 -0.2
O -0.54849 3.70740 0.70363 0.0 2.2 0.2
C 1.68131 4.24210 0.21333 -0.4 -0.1 0.1
C 2.19871 3.08240 0.83213 0.2 0.2 0.2
C 3.63101 3.02990 1.27193 -0.2 -0.2 0.0
N 1.36641 2.11420 1.12163 0.2 0.2 0.0
N 1.71471 1.18750 2.06493 0.3 -0.6 0.7
C 0.63071 0.77250 2.66773 1.7 0.1 0.1
O -0.53989 1.18990 2.30883 -0.5 -0.2 1.0
C 0.77181 -0.06540 3.86623 -0.2 -0.2 0.2
C -0.35379 -0.29730 4.65303 0.1 0.1 -0.2
C -0.23659 -1.01640 5.82563 0.0 -0.1 0.1
C 0.99861 -1.51180 6.20953 0.0 -0.1 0.1
C 2.12251 -1.29130 5.42603 0.0 -0.1 0.0
C 2.01331 -0.56890 4.25293 -0.1 0.1 -0.1
H -1.23559 5.90480 -0.24747 0.0 0.0 0.0
H 0.20311 6.66180 0.46653 0.0 0.0 0.0
H 0.23721 6.10040 -1.20707 0.1 0.0 -0.1
H 2.36541 5.00070 -0.12837 0.0 0.1 0.0
H 4.21891 3.78260 0.75543 0.0 0.0 0.0
H 3.69131 3.20940 2.34583 0.0 0.0 0.0
H 4.03491 2.03650 1.08853 0.1 0.0 0.0
H -1.30479 0.10850 4.33843 0.0 0.0 0.0
H -1.10539 -1.19080 6.44273 -0.1 0.0 0.1
H 1.08261 -2.07230 7.12753 0.0 -0.1 0.1
H 3.07961 -1.68570 5.74003 0.0 0.0 0.0
H 2.87001 -0.36890 3.62603 0.1 0.0 0.0
S -0.07409 2.23300 -1.74987 -0.1 0.1 -0.2
C -1.58629 3.09780 -1.93427 -0.4 -0.7 1.0
C -1.61459 3.96080 -3.04107 -0.1 0.7 -0.7
N -1.58359 4.66740 -3.94747 0.0 0.1 -0.2
C -2.70379 2.99620 -1.13517 1.0 -0.4 -0.2
S -2.92519 1.99670 0.27513 -0.2 0.0 0.0
C -3.86159 3.72540 -1.46837 -0.7 0.6 -0.3
N -4.84319 4.28310 -1.68337 -0.1 0.1 -0.1
O -0.61709 0.03800 0.06163 0.5 -1.0 -0.1
P -0.51469 -1.11770 -0.88917 0.0 -1.1 -0.7
N 0.99661 -1.09380 -1.58257 -0.9 -0.1 0.6
C 2.14791 -0.44950 -0.94977 0.1 0.4 0.2
C 3.26791 -0.65820 -1.96257 -0.1 -0.1 0.1
C 2.95531 -2.04430 -2.52267 0.0 0.1 0.0
C 1.42781 -2.05300 -2.59517 -0.1 -0.2 -0.4
N -1.75949 -1.19990 -1.97737 0.8 0.2 0.4
C -2.38029 -0.05650 -2.66477 -0.2 0.6 -0.1
C -3.21459 -0.68140 -3.78057 0.2 -0.1 0.0
C -2.39079 -1.91040 -4.14827 -0.1 0.0 0.2
C -1.96899 -2.41250 -2.77187 -0.1 -0.5 -0.1
N -0.70819 -2.60420 -0.13587 0.2 1.1 -0.4
C -1.96229 -2.79220 0.59543 -0.6 0.0 0.0
C -1.76369 -4.09430 1.38983 0.1 -0.1 0.0
C -0.32819 -4.52130 1.06303 0.1 0.1 0.1
C 0.33731 -3.20460 0.67563 0.3 -0.2 0.0
H 2.39751 -0.92570 0.00873 0.0 0.1 0.0
H 1.93391 0.60960 -0.77297 0.1 -0.3 0.0
H 4.25151 -0.60200 -1.50047 0.0 0.1 0.0
H 3.19851 0.08900 -2.75207 0.0 0.1 0.0
H 3.30731 -2.81020 -1.83057 0.0 -0.1 0.0
H 3.40761 -2.22130 -3.49607 0.0 -0.1 0.0
H 1.02081 -3.04850 -2.39787 0.0 0.0 -0.1
H 1.08331 -1.72070 -3.57977 0.0 -0.1 0.0
H -1.61569 0.59840 -3.09657 -0.2 -0.1 0.1
H -2.99259 0.51470 -1.96497 0.2 0.0 -0.1
H -3.34569 0.00640 -4.61157 -0.1 0.1 0.0
H -4.19849 -0.97910 -3.41487 0.0 0.0 0.0
H -1.51919 -1.61020 -4.73207 0.1 0.0 0.0
H -2.95629 -2.65810 -4.70157 0.1 0.0 0.0
H -1.07699 -3.03600 -2.78517 -0.1 -0.1 -0.1
H -2.79069 -2.98860 -2.33037 0.1 -0.1 0.0
H -2.78309 -2.85830 -0.11847 -0.1 0.1 0.1
H -2.15479 -1.94660 1.26723 0.0 -0.1 0.0
H -2.48179 -4.85810 1.09893 0.0 0.0 0.0
H -1.87949 -3.91420 2.45743 0.0 0.0 0.0
H -0.32389 -5.17940 0.19393 0.1 -0.1 0.0
H 0.16601 -5.02540 1.88883 0.1 0.0 0.1
H 1.24621 -3.33870 0.08843 0.1 0.0 0.0
H 0.57161 -2.60360 1.56663 0.0 0.0 0.0